No. 1
DFT (ωB97M-V with the def2-TZVPD basis set) results for C19H49NO11 as an isolated structure in a non-equilibrium geometry.

Results
Kohn-Sham gap in eV: 7.6
DFT total energy in eV: -44482.6952
Energy above the lowest of the compared OMol25 structures with the same formula, charge and spin in kcal per mole: 548.2

Each line ends with the Löwdin charge.
Cartesian coordinates (Å):
C: 7.874 -5.812 -15.327  -0.050
C: 8.517 -4.452 -15.073  -0.377
C: 8.494 -3.751 -16.468  -0.080
C: 7.145 -2.993 -16.625  -0.229
C: 6.825 -2.196 -15.419  -0.098
C: 6.933 -2.709 -13.974  -0.476
N: 8.012 -3.708 -13.858  -0.059
O: 8.110 -4.458 -12.681  -0.091
C: 7.189 -1.588 -12.940  -0.005
C: 5.652 -3.342 -13.694  -0.086
C: 10.105 -4.674 -15.005  -0.034
H: 6.808 -5.830 -15.552  0.072
H: 7.911 -6.469 -14.458  0.096
H: 8.285 -6.481 -16.084  0.112
H: 9.312 -3.031 -16.493  0.121
H: 8.577 -4.471 -17.283  0.076
H: 6.339 -3.664 -16.922  -0.064
H: 7.250 -2.297 -17.457  0.138
H: 5.779 -1.913 -15.536  0.117
H: 7.243 -1.191 -15.471  0.113
H: 8.189 -1.178 -13.082  0.091
H: 6.360 -0.880 -12.963  0.092
H: 7.025 -1.950 -11.925  0.077
H: 5.527 -3.614 -12.646  0.072
H: 4.898 -2.603 -13.964  0.095
H: 5.452 -4.245 -14.272  0.094
H: 10.342 -5.246 -14.108  0.069
H: 10.554 -3.700 -14.810  0.078
H: 10.524 -5.213 -15.855  0.082
H: 8.470 -3.729 -12.172  0.127
C: 7.165 -4.692 -18.912  -0.103
C: 6.178 -5.623 -19.557  -0.205
O: 6.548 -5.988 -20.917  -0.055
O: 6.390 -3.954 -17.953  -0.102
H: 7.522 -4.004 -19.678  0.149
H: 8.102 -5.115 -18.549  0.130
H: 5.154 -5.264 -19.668  0.126
H: 6.195 -6.468 -18.869  0.114
H: 5.815 -6.482 -21.291  0.082
H: 5.992 -3.143 -18.279  0.186
C: 5.170 -5.772 -11.149  -0.156
C: 6.434 -5.300 -11.919  -0.201
O: 6.239 -5.932 -13.243  -0.115
O: 3.980 -5.747 -11.906  -0.124
H: 4.934 -5.168 -10.273  0.127
H: 5.279 -6.825 -10.888  0.123
H: 7.392 -5.715 -11.604  0.136
H: 6.476 -4.221 -12.066  0.062
H: 6.843 -5.683 -13.946  -0.007
H: 4.326 -6.072 -12.740  0.045
C: 2.373 -4.072 -12.706  -0.104
C: 2.278 -3.904 -14.206  -0.172
O: 3.535 -3.411 -14.776  -0.105
O: 1.362 -5.024 -12.196  0.061
H: 2.349 -3.139 -12.145  0.135
H: 3.417 -4.322 -12.516  0.080
H: 1.481 -3.165 -14.286  0.131
H: 1.886 -4.733 -14.795  0.085
H: 3.685 -3.939 -15.564  0.060
H: 1.704 -5.490 -11.430  0.142
C: 1.558 -8.136 -13.628  -0.174
C: 1.662 -6.656 -14.149  -0.254
O: 0.522 -5.849 -13.701  -0.095
O: 1.972 -8.256 -12.269  -0.069
H: 2.063 -8.812 -14.318  0.116
H: 0.516 -8.414 -13.473  0.115
H: 1.664 -6.596 -15.237  0.071
H: 2.609 -6.243 -13.801  0.067
H: 0.960 -5.235 -13.107  -0.283
H: 1.441 -7.640 -11.760  0.070
C: 3.303 -6.359 -15.775  -0.211
C: 4.442 -6.188 -16.931  -0.115
O: 5.377 -5.149 -16.540  -0.120
O: 3.874 -6.828 -14.565  -0.079
H: 2.582 -7.152 -15.977  0.121
H: 2.752 -5.429 -15.636  0.078
H: 3.935 -5.896 -17.851  0.106
H: 4.982 -7.131 -17.009  0.116
H: 5.935 -4.809 -17.244  -0.114
H: 4.428 -6.183 -14.119  0.056

=====

No. 2
DFT (ωB97M-V with the def2-TZVPD basis set) results for a 9-piece molecular cluster, C19H50N4O11 overall in a non-equilibrium geometry.

Results
Kohn-Sham gap in eV: 9.4
DFT total energy in eV: -48993.6959
SMILES string: COC(=O)OC.CN(C)C=O.CN(C)C=O.CN(C)C=O.CN(C)C=O.CO.CO.CO.CO

Each line ends with the Löwdin charge.
Cartesian coordinates (Å):
C: -9.504 16.029 12.243  -0.085
O: -8.359 16.822 12.308  -0.030
C: -8.029 17.103 13.649  -0.548
O: -8.653 16.897 14.614  0.172
O: -6.770 17.653 13.668  -0.033
C: -6.348 17.908 14.967  -0.083
H: -9.676 15.822 11.206  0.085
H: -10.405 16.556 12.602  0.113
H: -9.177 15.102 12.690  0.075
H: -5.409 18.430 14.693  0.105
H: -6.156 16.949 15.543  0.117
H: -7.016 18.653 15.367  0.094
C: 0.873 13.305 13.148  -0.034
N: 1.991 13.838 13.931  -0.203
C: 2.498 15.097 13.475  -0.050
C: 2.482 13.149 14.992  -0.365
O: 3.339 13.530 15.758  0.013
H: 0.725 12.247 13.332  0.087
H: 1.212 13.434 12.092  0.098
H: -0.036 13.855 13.342  0.079
H: 2.811 14.903 12.467  0.081
H: 1.706 15.826 13.578  0.078
H: 3.375 15.394 14.074  0.102
H: 2.100 12.174 15.056  0.116
C: -6.508 13.952 10.264  -0.059
N: -6.088 13.586 11.595  -0.195
C: -4.670 13.514 11.879  -0.044
C: -7.057 13.363 12.546  -0.320
O: -6.841 13.183 13.751  -0.007
H: -7.596 13.945 10.375  0.073
H: -6.166 13.305 9.478  0.075
H: -6.029 14.951 10.023  0.113
H: -4.259 14.522 12.016  0.096
H: -4.575 13.001 12.808  0.056
H: -4.083 13.005 11.121  0.094
H: -8.059 13.380 12.065  0.119
C: -3.555 15.126 17.515  -0.033
N: -2.930 14.526 16.362  -0.177
C: -2.693 15.381 15.276  -0.037
C: -2.579 13.256 16.386  -0.347
O: -2.064 12.631 15.469  -0.014
H: -4.616 15.291 17.412  0.084
H: -3.088 16.097 17.634  0.095
H: -3.367 14.523 18.424  0.079
H: -3.484 16.173 15.290  0.103
H: -1.680 15.826 15.251  0.084
H: -2.815 14.804 14.384  0.076
H: -2.891 12.724 17.323  0.113
C: 1.300 13.822 18.308  -0.031
N: 1.131 15.105 17.595  -0.168
C: 1.690 16.312 18.115  -0.050
C: 0.597 15.073 16.363  -0.357
O: 0.465 16.089 15.689  -0.017
H: 2.365 13.683 18.361  0.076
H: 0.875 12.919 17.841  0.101
H: 0.979 13.993 19.306  0.069
H: 2.566 16.715 17.566  0.107
H: 0.997 17.133 18.083  0.081
H: 1.967 16.159 19.153  0.087
H: 0.139 14.127 16.053  0.120
C: -2.588 12.876 21.842  -0.145
O: -3.028 13.255 20.528  -0.151
H: -3.422 12.405 22.394  0.077
H: -1.784 12.123 21.847  0.076
H: -2.294 13.766 22.415  0.081
H: -3.433 12.482 20.110  0.042
C: -3.570 10.192 12.959  -0.176
O: -2.702 11.290 12.906  -0.143
H: -3.061 9.306 12.385  0.110
H: -3.824 9.937 13.955  0.057
H: -4.490 10.368 12.395  0.064
H: -2.647 11.656 13.798  0.026
C: -4.572 11.142 17.790  -0.198
O: -3.496 10.755 18.565  -0.115
H: -4.315 11.249 16.697  0.090
H: -5.504 10.501 17.840  0.101
H: -4.864 12.123 18.150  0.069
H: -2.961 10.056 18.166  0.104
C: -6.498 14.434 21.078  -0.184
O: -7.467 15.445 21.057  -0.131
H: -6.782 13.448 20.777  0.068
H: -5.624 14.765 20.492  0.068
H: -6.140 14.405 22.109  0.077
H: -8.306 15.212 20.584  0.103